[1]
This record from the Open Molecules 2025 dataset describes a 14-piece molecular cluster, C46H103N11O14 overall in a non-equilibrium geometry. The level of theory is the ωB97M-V functional and the def2-TZVPD basis.

Each line ends with the Löwdin charge.
Cartesian coordinates (Å):
1 O -7.94 -0.20 -1.43  0.015
2 C -8.78 -0.42 -2.30  -0.605
3 N -8.46 -0.21 -3.58  0.142
4 C -10.16 -1.04 -2.00  -0.004
5 H -7.75 0.49 -3.77  0.113
6 H -9.18 -0.43 -4.25  0.099
7 H -10.35 -1.40 -0.99  0.082
8 H -10.31 -1.84 -2.72  0.077
9 H -10.76 -0.13 -2.10  0.081
10 O -4.64 -3.02 -9.90  0.002
11 C -3.70 -3.52 -9.28  -0.609
12 N -2.82 -4.23 -9.94  0.154
13 C -3.70 -3.45 -7.73  -0.003
14 H -2.26 -4.99 -9.57  0.115
15 H -2.87 -4.00 -10.92  0.116
16 H -3.21 -4.32 -7.29  0.069
17 H -4.69 -3.32 -7.30  0.077
18 H -3.14 -2.52 -7.56  0.079
19 O 1.43 -2.64 9.60  -0.017
20 C 0.43 -2.20 10.21  -0.575
21 N -0.15 -2.94 11.11  0.147
22 C -0.18 -0.76 9.99  0.000
23 H -0.98 -2.71 11.64  0.115
24 H 0.14 -3.91 11.10  0.119
25 H 0.59 -0.42 9.30  0.074
26 H -0.34 -0.15 10.88  0.070
27 H -1.19 -0.73 9.57  0.069
28 O -0.85 9.36 -2.33  0.030
29 C -2.02 9.11 -2.16  -0.676
30 N -2.41 7.88 -2.01  0.162
31 C -3.06 10.13 -1.89  -0.009
32 H -3.37 7.67 -1.78  0.116
33 H -1.74 7.13 -2.07  0.120
34 H -2.75 11.17 -2.00  0.088
35 H -3.46 9.92 -0.90  0.088
36 H -3.87 10.01 -2.60  0.083
37 O 4.15 4.11 1.31  0.032
38 C 5.07 4.62 1.87  -0.618
39 N 5.78 5.51 1.18  0.149
40 C 5.47 4.09 3.29  0.004
41 H 6.52 6.07 1.59  0.102
42 H 5.50 5.74 0.24  0.112
43 H 5.52 3.00 3.28  0.084
44 H 4.85 4.62 4.01  0.076
45 H 6.48 4.41 3.56  0.060
46 O 3.08 3.96 -4.00  0.008
47 C 2.60 5.10 -4.11  -0.588
48 N 2.17 5.81 -3.09  0.151
49 C 2.40 5.91 -5.43  -0.011
50 H 1.95 6.77 -3.31  0.104
51 H 2.10 5.41 -2.17  0.122
52 H 2.09 5.35 -6.31  0.075
53 H 3.30 6.46 -5.72  0.076
54 H 1.60 6.64 -5.31  0.062
55 O -6.23 -1.96 4.95  0.060
56 C -5.12 -2.02 4.53  -0.671
57 N -4.78 -1.48 3.35  0.165
58 C -4.11 -2.64 5.37  -0.028
59 H -3.81 -1.21 3.35  0.104
60 H -5.50 -1.22 2.69  0.119
61 H -3.42 -2.04 5.97  0.086
62 H -3.44 -3.31 4.81  0.077
63 H -4.58 -3.38 6.03  0.087
64 O 2.47 -5.25 -7.93  0.013
65 C 3.66 -5.17 -7.62  -0.633
66 N 4.57 -5.92 -8.18  0.158
67 C 4.15 -4.14 -6.62  -0.015
68 H 4.30 -6.76 -8.68  0.123
69 H 5.52 -5.73 -7.89  0.112
70 H 3.29 -3.52 -6.39  0.079
71 H 4.95 -3.41 -6.73  0.081
72 H 4.33 -4.75 -5.74  0.082
73 C -6.27 -8.86 2.67  -0.105
74 C -6.57 -7.75 1.71  -0.276
75 N -5.65 -7.98 0.62  -0.213
76 C -4.27 -7.66 0.91  -0.287
77 C -3.28 -8.03 -0.13  -0.092
78 C -6.21 -7.30 -0.49  -0.262
79 C -5.79 -5.83 -0.55  -0.087
80 H -5.34 -8.79 3.23  0.066
81 H -6.40 -9.83 2.19  0.083
82 H -7.06 -8.74 3.42  0.068
83 H -7.56 -7.94 1.28  0.117
84 H -6.49 -6.79 2.21  0.121
85 H -4.18 -6.60 1.15  0.110
86 H -3.89 -8.15 1.80  0.108
87 H -2.34 -8.29 0.34  0.074
88 H -3.55 -8.94 -0.66  0.083
89 H -3.14 -7.22 -0.85  0.067
90 H -7.30 -7.29 -0.60  0.112
91 H -5.84 -7.94 -1.29  0.114
92 H -6.07 -5.21 0.31  0.076
93 H -6.28 -5.29 -1.36  0.067
94 H -4.74 -5.67 -0.79  0.057
95 C 0.42 -1.22 2.69  -0.074
96 C 0.64 -0.35 1.37  -0.209
97 N -0.48 -0.48 0.34  -0.179
98 C -0.34 0.66 -0.67  -0.235
99 C -1.49 0.68 -1.71  -0.087
100 C -0.62 -1.79 -0.31  -0.283
101 C 0.49 -2.24 -1.22  -0.095
102 H 0.21 -2.26 2.44  0.045
103 H -0.47 -0.92 3.24  0.057
104 H 1.28 -1.24 3.36  0.062
105 H 0.76 0.66 1.75  0.097
106 H 1.54 -0.53 0.79  0.098
107 H -0.37 1.58 -0.09  0.104
108 H 0.64 0.58 -1.14  0.094
109 H -1.47 -0.18 -2.37  0.064
110 H -2.47 0.90 -1.28  0.075
111 H -1.33 1.61 -2.25  0.065
112 H -1.58 -1.79 -0.82  0.101
113 H -0.72 -2.57 0.44  0.097
114 H 0.01 -2.62 -2.13  0.071
115 H 1.20 -3.01 -0.91  0.072
116 H 1.03 -1.35 -1.54  0.061
117 C 9.48 1.36 -4.19  -0.074
118 C 10.58 1.44 -3.11  -0.297
119 N 10.15 0.79 -1.94  -0.220
120 C 11.36 0.54 -1.11  -0.244
121 C 12.44 -0.46 -1.58  -0.095
122 C 8.94 1.21 -1.19  -0.223
123 C 7.93 0.05 -1.17  -0.081
124 H 8.51 1.83 -4.03  0.070
125 H 9.48 0.27 -4.29  0.075
126 H 9.84 1.80 -5.12  0.063
127 H 11.56 1.11 -3.45  0.108
128 H 10.67 2.48 -2.81  0.109
129 H 11.82 1.40 -0.63  0.108
130 H 10.94 0.03 -0.25  0.102
131 H 12.05 -1.45 -1.82  0.069
132 H 12.91 -0.28 -2.55  0.054
133 H 13.20 -0.57 -0.81  0.071
134 H 8.50 2.09 -1.67  0.104
135 H 9.22 1.55 -0.20  0.105
136 H 7.76 -0.33 -0.16  0.057
137 H 8.38 -0.77 -1.73  0.072
138 H 6.92 0.36 -1.41  0.067
139 O 6.19 -0.33 7.93  0.152
140 C 6.40 -1.44 8.22  -0.497
141 O 6.21 -1.84 9.50  0.052
142 C 6.41 -3.16 9.57  -0.260
143 C 6.93 -3.72 8.26  -0.131
144 C 6.68 -2.57 7.27  -0.057
145 H 5.45 -3.52 9.93  0.129
146 H 7.03 -3.34 10.45  0.127
147 H 6.60 -4.74 8.07  0.118
148 H 8.00 -3.78 8.44  0.109
149 H 5.74 -2.85 6.80  0.129
150 H 7.30 -2.39 6.39  0.129
151 O -8.16 8.87 -2.83  0.087
152 C -8.15 7.70 -3.24  -0.452
153 O -7.23 6.87 -2.73  0.033
154 C -7.38 5.59 -3.22  -0.195
155 C -8.76 5.56 -3.92  -0.143
156 C -8.99 7.02 -4.30  -0.064
157 H -7.40 4.69 -2.60  0.129
158 H -6.57 5.52 -3.94  0.126
159 H -9.46 4.97 -3.33  0.114
160 H -8.66 4.98 -4.84  0.107
161 H -9.97 7.45 -4.11  0.125
162 H -8.77 7.31 -5.33  0.131
163 O -3.01 4.80 2.49  0.029
164 C -1.98 5.13 3.18  -0.329
165 O -1.65 4.43 4.36  0.010
166 C -0.35 4.93 4.73  -0.161
167 C -0.11 6.28 4.02  -0.173
168 C -0.90 6.17 2.76  -0.099
169 H 0.42 4.21 4.46  0.121
170 H -0.27 5.05 5.82  0.120
171 H 0.90 6.56 3.73  0.117
172 H -0.52 7.10 4.62  0.117
173 H -0.31 5.88 1.88  0.125
174 H -1.36 7.11 2.44  0.122

LUMO level (eV): 0.186
Energy (eV): -94425.1282
HOMO-LUMO gap (eV): 8.1757

---

[2]
This record from the Open Molecules 2025 dataset describes a 9-piece molecular cluster, C46H117N7O15 overall in a non-equilibrium geometry. The level of theory is the ωB97M-V functional and the def2-TZVPD basis.

Each line ends with the Löwdin charge.
Cartesian coordinates (Å):
1 C -1.46 -0.71 0.26  -0.086
2 O -0.54 0.30 0.70  -0.184
3 C 0.22 -0.10 1.79  -0.244
4 C 1.31 0.92 2.20  -0.417
5 C 2.37 0.38 3.12  -0.073
6 N 0.61 2.09 2.84  0.031
7 H -0.99 -1.28 -0.54  0.093
8 H -2.37 -0.15 0.06  0.086
9 H -1.89 -1.38 1.00  0.081
10 H -0.41 -0.18 2.67  0.122
11 H 0.66 -1.09 1.64  0.120
12 H 1.85 1.29 1.33  0.135
13 H 1.87 0.11 4.05  0.079
14 H 3.26 1.00 3.24  0.081
15 H 2.68 -0.58 2.70  0.072
16 H -0.02 1.83 3.58  0.058
17 H -0.11 2.14 2.13  0.045
18 C 7.29 4.53 4.38  -0.104
19 O 8.28 4.22 3.40  -0.199
20 C 8.92 5.34 2.74  -0.193
21 C 9.16 5.12 1.20  -0.223
22 N 7.98 4.77 0.46  -0.073
23 C 7.02 5.91 0.40  -0.191
24 C 5.76 5.43 -0.34  -0.198
25 O 4.89 6.56 -0.54  -0.187
26 C 4.24 6.98 0.70  -0.091
27 H 6.50 5.12 3.92  0.081
28 H 7.80 5.04 5.20  0.083
29 H 6.89 3.66 4.90  0.084
30 H 9.92 5.50 3.14  0.112
31 H 8.39 6.30 2.79  0.100
32 H 9.93 4.36 1.11  0.109
33 H 9.70 5.99 0.82  0.116
34 H 7.56 4.01 0.98  0.098
35 H 7.61 6.71 -0.04  0.124
36 H 6.93 6.31 1.41  0.083
37 H 5.34 4.53 0.11  0.118
38 H 5.95 5.13 -1.37  0.123
39 H 4.92 7.34 1.47  0.060
40 H 3.73 6.21 1.28  0.086
41 H 3.71 7.92 0.52  0.085
42 C -5.05 3.75 3.89  -0.125
43 O -5.34 4.45 2.72  -0.187
44 C -5.31 3.61 1.57  -0.239
45 C -5.52 4.42 0.31  -0.196
46 N -6.89 4.98 0.35  -0.082
47 C -7.21 5.59 -0.89  -0.226
48 C -8.62 6.31 -1.00  -0.123
49 O -8.50 7.76 -0.65  -0.207
50 C -9.65 8.52 -0.94  -0.152
51 H -5.84 3.01 4.02  0.090
52 H -5.00 4.27 4.84  0.086
53 H -4.03 3.38 3.74  0.082
54 H -6.07 2.83 1.49  0.122
55 H -4.32 3.15 1.53  0.114
56 H -5.30 3.79 -0.55  0.128
57 H -4.84 5.24 0.51  0.117
58 H -7.02 5.58 1.15  0.119
59 H -7.14 4.89 -1.72  0.115
60 H -6.42 6.34 -0.96  0.103
61 H -9.31 5.74 -0.36  0.114
62 H -8.94 6.33 -2.04  0.108
63 H -9.47 9.55 -0.61  0.083
64 H -10.61 8.14 -0.60  0.083
65 H -9.82 8.75 -2.00  0.074
66 C 6.96 -7.06 7.74  -0.129
67 O 5.96 -6.87 8.72  -0.168
68 C 4.99 -7.87 8.62  -0.235
69 C 3.54 -7.25 8.74  -0.215
70 N 3.23 -6.66 7.49  -0.073
71 C 1.82 -6.54 7.37  -0.215
72 C 1.09 -5.50 8.29  -0.202
73 O 1.45 -4.16 8.00  -0.202
74 C 0.58 -3.10 8.46  -0.094
75 H 7.29 -8.07 7.51  0.090
76 H 7.87 -6.50 7.95  0.078
77 H 6.75 -6.46 6.85  0.084
78 H 5.24 -8.59 9.40  0.111
79 H 5.04 -8.55 7.77  0.113
80 H 3.64 -6.49 9.52  0.115
81 H 2.90 -8.05 9.11  0.123
82 H 3.74 -5.79 7.52  0.122
83 H 1.40 -7.55 7.32  0.121
84 H 1.73 -6.20 6.33  0.113
85 H 1.39 -5.69 9.32  0.112
86 H 0.02 -5.53 8.10  0.114
87 H 0.80 -2.26 7.80  0.083
88 H 0.70 -2.79 9.50  0.080
89 H -0.49 -3.25 8.34  0.077
90 C -3.68 9.15 -1.08  -0.095
91 O -2.45 9.08 -1.85  -0.218
92 C -1.52 7.94 -1.69  -0.175
93 C -1.57 6.86 -2.76  -0.240
94 N -0.63 5.82 -2.51  -0.074
95 C -0.85 4.68 -3.34  -0.196
96 C 0.31 3.60 -3.06  -0.205
97 O 1.38 3.64 -3.98  -0.172
98 C 2.17 2.50 -3.99  -0.146
99 H -3.45 9.29 -0.03  0.081
100 H -4.24 8.23 -1.20  0.064
101 H -4.35 9.90 -1.50  0.083
102 H -1.61 7.53 -0.68  0.113
103 H -0.53 8.39 -1.70  0.115
104 H -1.29 7.44 -3.65  0.117
105 H -2.55 6.49 -3.04  0.124
106 H 0.31 6.19 -2.58  0.126
107 H -0.93 4.75 -4.42  0.117
108 H -1.70 4.07 -3.03  0.108
109 H -0.13 2.60 -3.12  0.102
110 H 0.61 3.64 -2.01  0.118
111 H 2.89 2.53 -4.81  0.088
112 H 1.67 1.53 -4.07  0.080
113 H 2.75 2.32 -3.08  0.081
114 C 3.13 -4.74 -1.45  -0.100
115 O 2.93 -6.13 -1.21  -0.220
116 C 2.69 -6.85 -2.42  -0.200
117 C 2.11 -8.30 -2.08  -0.179
118 N 1.25 -8.20 -0.94  -0.113
119 C 0.09 -7.36 -0.98  -0.217
120 C -0.41 -7.24 0.43  -0.184
121 O -1.48 -6.25 0.38  -0.195
122 C -2.10 -6.10 1.63  -0.136
123 H 2.31 -4.23 -0.95  0.082
124 H 3.21 -4.43 -2.49  0.084
125 H 4.09 -4.62 -0.94  0.089
126 H 3.63 -7.05 -2.94  0.112
127 H 1.94 -6.36 -3.03  0.107
128 H 2.96 -8.94 -1.84  0.108
129 H 1.64 -8.79 -2.94  0.110
130 H 1.68 -8.21 -0.02  0.107
131 H -0.49 -7.79 -1.80  0.133
132 H 0.45 -6.36 -1.20  0.104
133 H 0.42 -6.89 1.05  0.132
134 H -0.82 -8.21 0.69  0.127
135 H -3.11 -5.73 1.49  0.080
136 H -1.64 -5.21 2.06  0.081
137 H -2.10 -6.99 2.26  0.088
138 C -1.28 -4.95 -6.79  -0.149
139 O -1.15 -5.90 -7.79  -0.181
140 C -2.40 -6.53 -8.08  -0.205
141 C -2.27 -7.58 -9.27  -0.174
142 N -2.20 -6.75 -10.51  -0.059
143 C -1.91 -7.67 -11.69  -0.184
144 C -2.18 -6.98 -13.06  -0.173
145 O -1.18 -5.95 -13.33  -0.192
146 C -1.22 -5.46 -14.61  -0.180
147 H -1.85 -5.18 -5.89  0.081
148 H -1.75 -4.07 -7.23  0.091
149 H -0.31 -4.79 -6.32  0.088
150 H -3.18 -5.81 -8.31  0.116
151 H -2.76 -7.17 -7.27  0.108
152 H -3.04 -8.35 -9.28  0.114
153 H -1.26 -7.99 -9.21  0.108
154 H -1.38 -6.16 -10.46  0.098
155 H -2.49 -8.59 -11.74  0.107
156 H -0.88 -8.04 -11.70  0.110
157 H -3.20 -6.59 -13.18  0.117
158 H -2.03 -7.67 -13.90  0.106
159 H -2.02 -4.74 -14.79  0.088
160 H -1.28 -6.20 -15.41  0.078
161 H -0.27 -5.04 -14.94  0.087
162 C -5.91 -3.23 -3.48  -0.068
163 C -7.18 -2.45 -3.21  -0.483
164 C -7.01 -1.24 -2.22  -0.043
165 O -7.65 -1.90 -4.45  -0.072
166 H -6.11 -4.18 -3.98  0.071
167 H -5.39 -3.50 -2.56  0.076
168 H -5.31 -2.67 -4.20  0.084
169 H -8.00 -3.07 -2.84  0.126
170 H -8.05 -0.92 -2.07  0.074
171 H -6.41 -0.49 -2.72  0.079
172 H -6.57 -1.53 -1.27  0.072
173 H -7.93 -2.61 -5.04  0.084
174 C 3.96 7.05 8.69  -0.036
175 C 2.59 6.78 8.00  -0.503
176 C 2.36 7.54 6.74  -0.086
177 O 2.34 5.40 7.77  -0.046
178 H 3.91 7.93 9.34  0.076
179 H 4.70 7.12 7.90  0.069
180 H 4.28 6.18 9.26  0.072
181 H 1.78 7.14 8.64  0.125
182 H 2.58 8.60 6.72  0.085
183 H 1.33 7.53 6.38  0.085
184 H 3.01 7.09 5.99  0.082
185 H 2.24 5.21 6.84  0.078

LUMO level (eV): 0.133
Energy (eV): -90725.9404
HOMO-LUMO gap (eV): 8.3437

---

Question: Which of these has the highest energy?
Answer: C46H117N7O15

---

Question: The lowest HOMO-LUMO gap belongs to which entry?
Answer: C46H103N11O14

---

Question: What is the HOMO-LUMO gap in the second record?
Answer: 8.3437 eV